ORCA calculation (ωB97M-V with the def2-TZVPD basis set) on a molecular structure, C28H23F10NRuS2SeSi2 at a distorted geometry.

Expectation value of S²: 0.77
Electronic energy: -163431.309 eV
2S+1: 2
Gap between HOMO and LUMO (alpha / beta): 0.247 / 0.256 hartree
Largest force on an atom: 0.024 Eh/bohr
E_LUMO (alpha / beta): 2.1 / 2.1 eV
Total charge: -1
Relative energy (zero: lowest compared OMol25 entry of this formula, charge and spin): 35.07 kcal per mole

```
68
Properties=species:S:1:pos:R:3:forces:R:3:mulliken_charge:R:1
Ru -1.064 0.266 0.602 0.455 -0.263 0.477 0.693
C 3.960 -3.975 1.796 0.138 -0.154 0.130 -1.103
Si 2.905 -3.274 0.424 0.043 0.218 0.011 0.052
C 3.966 -3.127 -1.110 0.170 -0.031 -0.126 -1.006
C 1.521 -4.442 0.030 -0.219 -0.082 -0.027 -0.962
C 2.456 -1.514 0.937 -0.157 0.097 -0.009 0.471
C 3.478 -0.580 0.960 0.056 0.048 0.030 -0.361
C 3.250 0.750 1.314 0.075 -0.161 0.175 -1.000
C 1.965 1.125 1.612 -0.279 0.261 0.181 -0.613
N 0.934 0.268 1.594 -0.286 -0.221 -1.159 -0.256
C 1.169 -1.033 1.279 0.218 -0.182 0.608 1.044
S -0.269 -1.964 1.340 -0.205 -0.210 -0.065 -0.537
H 4.382 -4.941 1.502 -0.019 0.034 0.042 0.315
H 3.374 -4.124 2.707 0.021 0.020 -0.022 0.323
H 4.790 -3.304 2.036 -0.031 -0.022 0.006 0.335
H 4.339 -4.112 -1.410 -0.030 0.048 0.012 0.397
H 4.834 -2.479 -0.957 -0.036 -0.007 -0.039 0.337
H 3.384 -2.723 -1.941 0.007 -0.011 0.005 0.210
H 1.945 -5.378 -0.352 0.005 0.039 0.012 0.361
H 0.858 -4.020 -0.728 0.004 -0.036 0.033 0.214
H 0.913 -4.662 0.908 -0.002 -0.016 -0.045 0.319
H 4.485 -0.883 0.685 -0.011 0.040 0.014 0.294
H 4.049 1.478 1.330 -0.017 -0.003 0.028 0.443
H 1.727 2.143 1.897 -0.029 -0.005 -0.151 0.402
F -5.545 5.804 1.335 -0.006 -0.018 0.006 -0.325
C -4.736 4.768 1.594 -0.079 0.067 -0.066 0.693
C -4.512 3.795 0.644 0.049 -0.061 -0.072 -0.125
F -5.105 3.888 -0.553 -0.004 -0.014 0.016 -0.338
C -3.678 2.727 0.929 -0.104 -0.015 -0.221 -0.190
F -3.521 1.816 -0.041 -0.051 -0.033 0.062 -0.325
C -3.013 2.588 2.140 0.073 -0.201 0.077 0.483
S -1.905 1.285 2.558 0.327 0.127 -0.455 -0.406
C -3.274 3.587 3.074 0.001 0.071 0.153 0.340
F -2.692 3.543 4.280 -0.019 0.014 -0.015 -0.351
C -4.118 4.652 2.822 0.051 -0.011 0.174 0.207
F -4.345 5.576 3.767 0.039 0.006 -0.029 -0.312
C -0.242 3.623 0.411 0.207 0.217 0.075 -1.212
Si -0.251 2.102 -0.700 -0.324 -0.118 0.072 0.912
C -1.262 2.608 -2.197 -0.133 0.031 -0.203 -1.431
C 1.482 1.870 -1.421 0.234 -0.101 0.000 1.228
C 2.336 2.963 -1.617 -0.015 -0.141 -0.005 -0.256
C 3.602 2.806 -2.167 -0.055 0.004 -0.008 -0.713
C 4.039 1.544 -2.547 0.002 -0.002 0.018 -0.596
C 3.198 0.451 -2.393 -0.062 0.046 0.025 -0.570
C 1.934 0.614 -1.835 0.045 0.113 -0.080 -0.330
H 0.409 4.414 0.020 -0.099 0.016 0.023 0.531
H 0.076 3.382 1.426 -0.052 0.067 -0.016 0.171
H -1.257 4.024 0.472 0.048 0.011 0.009 0.261
H -0.769 3.453 -2.691 -0.040 -0.028 -0.004 0.365
H -2.278 2.904 -1.924 0.042 -0.018 -0.022 0.330
H -1.337 1.785 -2.913 -0.001 0.064 -0.023 0.376
H 2.007 3.959 -1.340 0.040 -0.016 0.031 0.240
H 4.242 3.669 -2.313 0.002 -0.011 0.036 0.393
H 5.030 1.414 -2.966 -0.021 0.004 -0.020 0.377
H 3.532 -0.530 -2.704 -0.002 -0.037 0.004 0.360
H 1.286 -0.250 -1.722 0.037 -0.008 0.040 -0.078
F -5.189 -5.474 0.093 0.013 0.013 0.001 -0.322
C -4.395 -4.455 -0.261 -0.093 -0.063 0.086 0.733
C -3.641 -4.527 -1.413 0.049 -0.017 -0.177 0.155
F -3.710 -5.623 -2.182 0.028 0.005 0.021 -0.315
C -2.833 -3.465 -1.771 0.010 -0.063 -0.081 0.240
F -2.130 -3.594 -2.905 0.016 -0.006 0.033 -0.348
C -2.736 -2.302 -1.018 0.292 -0.192 -0.038 0.063
Se -1.611 -0.883 -1.624 -0.219 0.753 0.336 -0.620
C -3.512 -2.266 0.131 -0.098 0.045 0.151 0.197
F -3.521 -1.191 0.929 -0.010 0.028 -0.055 -0.200
C -4.330 -3.316 0.514 -0.015 0.063 0.021 -0.351
F -5.072 -3.231 1.624 0.023 0.004 0.002 -0.313
```
Positions in Å, forces in eV/Å.

ORCA calculation (ωB97M-V with the def2-TZVPD basis set) on a molecular structure, C28H23F3N4O2RhS.

Electronic energy: -61456.136 eV
Gap between HOMO and LUMO: 0.230 hartree
Largest force on an atom: 0.007 Eh/bohr
E_LUMO: -4.3 eV
Total charge: +1
Relative energy (zero: lowest compared OMol25 entry of this formula, charge and spin): 0.00 kcal per mole

```
62
Properties=species:S:1:pos:R:3:forces:R:3:mulliken_charge:R:1
Rh 0.161 -0.230 0.568 0.140 0.344 0.052 0.347
O -1.157 -2.138 3.853 0.026 -0.051 0.089 -0.705
C -0.700 -1.375 3.026 0.080 0.064 -0.071 0.370
O -0.019 -1.716 1.984 0.070 0.033 0.067 -0.481
C -0.958 0.118 3.175 0.021 -0.016 0.007 0.797
C -1.404 0.576 4.419 -0.034 0.013 0.002 -0.945
C -1.636 1.909 4.580 -0.019 0.017 0.005 -0.530
C -1.462 2.781 3.489 0.004 -0.009 0.005 1.183
C -1.725 4.166 3.606 -0.003 -0.001 -0.001 -0.945
C -1.585 4.991 2.532 -0.002 0.006 -0.002 -0.560
C -1.180 4.455 1.291 -0.001 0.006 0.001 -0.679
C -0.910 3.124 1.145 -0.010 -0.016 -0.014 -0.083
C -1.031 2.251 2.245 -0.039 0.007 -0.060 -0.085
N -0.754 0.905 2.122 -0.079 -0.312 0.008 -0.110
H -1.541 -0.150 5.206 0.009 0.001 -0.003 0.546
H -1.968 2.309 5.530 0.010 0.004 0.002 0.467
H -2.047 4.550 4.566 0.004 0.000 0.001 0.398
H -1.789 6.049 2.621 0.003 -0.001 0.003 0.408
H -1.080 5.111 0.436 -0.001 -0.007 -0.003 0.471
H -0.604 2.730 0.190 0.014 -0.013 -0.017 0.120
C -0.952 -4.013 -0.392 0.036 0.002 -0.010 -0.999
N -1.928 -3.378 0.462 -0.044 0.036 -0.020 0.136
C -2.617 -4.136 1.517 -0.026 -0.043 0.000 -0.471
C -3.503 -3.077 2.200 -0.065 -0.025 -0.014 -0.606
N -3.246 -1.895 1.367 0.140 0.028 0.178 -0.039
C -2.282 -2.115 0.481 -0.075 0.047 -0.043 0.304
S -1.688 -0.812 -0.548 -0.292 -0.031 -0.103 -0.327
H -1.382 -4.920 -0.815 -0.002 0.002 0.008 0.370
H -0.063 -4.274 0.185 -0.005 0.029 0.015 0.309
H -0.688 -3.335 -1.197 0.025 0.025 -0.014 0.303
H -1.881 -4.566 2.197 0.014 0.045 0.012 0.348
H -3.195 -4.940 1.061 -0.002 -0.001 0.003 0.433
H -3.181 -2.880 3.220 -0.035 -0.061 -0.021 0.247
H -4.557 -3.340 2.180 -0.012 0.012 -0.028 0.369
H -3.500 -0.957 1.627 -0.071 0.008 -0.062 0.296
F 4.326 -4.896 -2.275 -0.017 -0.088 0.027 -0.242
C 4.381 -3.601 -2.610 -0.030 0.021 0.022 0.685
F 5.582 -3.140 -2.249 0.079 0.046 0.033 -0.236
F 4.283 -3.513 -3.936 -0.019 0.016 -0.089 -0.272
C 3.284 -2.831 -1.911 -0.013 -0.003 0.009 0.349
C 3.223 -2.857 -0.525 -0.015 -0.024 0.001 -1.083
C 2.219 -2.153 0.101 -0.057 -0.036 -0.054 -0.320
N 1.314 -1.435 -0.589 0.284 -0.125 0.068 0.411
C 1.368 -1.420 -1.925 -0.091 -0.036 0.058 -0.054
C 2.341 -2.113 -2.622 -0.029 -0.017 -0.020 -0.986
H 3.939 -3.416 0.061 0.000 -0.003 -0.006 0.475
H 2.096 -2.165 1.176 0.049 0.020 -0.012 0.599
H 0.613 -0.836 -2.427 0.035 0.049 -0.015 0.610
H 2.357 -2.078 -3.701 0.002 -0.004 0.001 0.533
C 0.438 1.117 -0.830 0.055 0.102 0.012 -1.139
C 0.707 1.870 -1.742 0.016 -0.082 -0.013 1.061
C 1.040 2.773 -2.808 -0.028 0.027 0.000 0.311
C 0.067 3.168 -3.728 0.008 -0.002 0.018 -0.465
C 0.392 4.036 -4.757 0.003 0.005 -0.004 -0.522
C 1.688 4.521 -4.878 -0.008 0.000 0.004 -0.455
C 2.659 4.133 -3.966 0.000 -0.003 0.000 -0.527
C 2.341 3.263 -2.936 0.009 -0.004 -0.008 -0.435
H -0.943 2.790 -3.628 -0.001 -0.001 0.000 0.436
H -0.368 4.336 -5.466 0.004 0.003 -0.002 0.393
H 1.939 5.201 -5.681 0.000 -0.002 -0.001 0.395
H 3.670 4.510 -4.056 -0.002 0.004 -0.003 0.395
H 3.096 2.961 -2.222 -0.008 -0.003 0.004 0.430
```
Positions in Å, forces in eV/Å.